The following is a quantum chemistry calculation of one molecule with the formula C6H6O4S in a non-equilibrium geometry, from the OMol25 dataset.

Frontier orbital gap (spin up / spin down) ... 7.34 / 7.34 eV
E_LUMO (spin up / spin down) ... -0.238 / -0.236 eV
Total energy ... -25340.537 eV
E_HOMO (spin up / spin down) ... -7.579 / -7.580 eV
Maximum force ... 4.27 eV/Å

Structure (XYZ):
```
17
C6H6O4S (ωB97M-V with the def2-TZVPD basis set)
C -1.4258 1.3364 0.6435
C -0.1393 1.7481 0.8931
C -1.8428 0.2421 -0.1024
C -1.1461 -0.9463 -0.2416
C 0.9416 -0.3074 0.5322
C 2.1571 -1.0072 -0.0842
O -3.0422 0.2503 -0.7166
O 0.9480 1.0216 0.4698
O -1.1945 -1.8214 -1.0844
O 3.0034 -0.2485 -0.7970
S -0.1765 -1.2761 1.4203
H -2.2879 2.0112 0.8549
H 0.1582 2.6467 1.2297
H 1.8593 -1.9061 -0.7456
H 2.7018 -1.4807 0.6952
H -3.0805 -0.5007 -1.3846
H 2.5664 0.2379 -1.5824
```